# 1
Here is 2 unconnected molecules or ions with the total composition C5H6N2 in a non-equilibrium geometry from the OMol25 dataset. Energies are from wB97M-V/def2-TZVPD.

lowest unoccupied orbital energy	-0.28	eV
E_HOMO	-0.3438	Eh
energy above the lowest of the compared OMol25 structures with the same formula, charge and spin	147.8	kcal per mole
spin multiplicity	1
orbital gap	9.07	eV

The geometry in XYZ format:
```
13
C5H6N2 (wB97M-V/def2-TZVPD)
C -1.21 0.03 -0.12
C -0.37 1.13 -0.10
C 0.90 1.39 0.00
C 1.87 0.35 0.13
C 2.58 -0.66 0.05
H 0.33 -1.39 -0.03
H -1.19 -1.90 0.98
H -3.00 -0.64 0.21
H -0.90 2.07 -0.42
H 0.99 2.48 -0.13
H 3.08 -1.76 -0.37
N -0.67 -1.31 -0.32
N -2.41 0.20 0.13
```

Results of the natural (NBO) charge analysis, in e, for atoms 1 through 5: number 1, C, carries 0.34; number 2, C, carries -0.19; number 3, C, carries -0.26; number 4, C, carries -0.07; number 5, C, carries -0.25

=====

# 2
Here is 46 unconnected molecules or ions with the total composition C14H108BFN2O48 in a non-equilibrium geometry from the OMol25 dataset. Energies are from wB97M-V/def2-TZVPD.

lowest unoccupied orbital energy	-0.44	eV
E_HOMO	-0.3430	Eh
spin multiplicity	1
orbital gap	8.89	eV

The geometry in XYZ format:
```
174
C14H108BFN2O48 (wB97M-V/def2-TZVPD)
C 3.39 1.32 1.26
C 2.49 0.69 1.76
C 1.47 -0.29 2.18
C 0.38 -0.56 1.09
C 0.03 0.78 0.52
N -0.25 1.75 -0.03
B -0.95 -1.02 1.92
O -0.75 -1.83 3.01
C -2.42 -0.54 1.59
C -2.89 -0.79 0.13
C 0.77 -1.59 -0.06
C -0.13 -2.78 0.13
N -0.78 -3.73 0.19
C 0.46 -1.11 -1.51
C 1.49 -0.21 -2.21
O 2.37 0.49 -1.32
C 3.34 1.07 -2.09
O 3.36 2.24 -2.33
C 2.21 -2.17 0.13
C 2.69 -2.96 -1.11
F 2.13 -3.13 1.17
H 4.28 1.90 1.19
H 0.95 0.19 3.02
H 1.92 -1.19 2.59
H -1.36 -1.57 3.71
H -3.12 -1.03 2.27
H -2.50 0.54 1.79
H -3.95 -0.53 0.09
H -2.76 -1.83 -0.17
H -2.38 -0.10 -0.55
H -0.53 -0.66 -1.58
H 0.40 -2.01 -2.12
H 2.09 -0.82 -2.90
H 0.94 0.52 -2.84
H 4.11 0.39 -2.50
H 2.94 -1.39 0.34
H 1.87 -3.44 -1.65
H 3.33 -3.74 -0.69
H 3.31 -2.30 -1.73
O -5.43 0.60 1.48
H -5.47 1.56 1.43
H -6.03 0.38 2.21
O 3.46 4.13 0.63
H 2.97 3.88 -0.17
H 3.36 5.09 0.67
O -0.19 -4.14 4.78
H -0.95 -4.73 4.82
H -0.09 -3.95 3.84
O 0.81 3.24 2.66
H 1.72 3.08 2.39
H 0.31 3.10 1.85
O 2.95 1.58 4.51
H 2.52 2.38 4.18
H 3.85 1.86 4.70
O -0.13 -5.18 -2.48
H 0.14 -4.85 -1.61
H -0.75 -5.88 -2.26
O 3.88 -2.07 -3.70
H 4.82 -2.21 -3.87
H 3.45 -2.39 -4.50
O 5.65 -0.12 -4.89
H 5.19 0.69 -5.17
H 6.53 0.18 -4.64
O -6.24 3.13 2.89
H -7.04 3.01 3.40
H -5.77 3.83 3.36
O 0.10 3.82 -2.49
H -0.07 3.45 -1.61
H 0.88 3.35 -2.80
O 6.17 0.74 1.68
H 6.76 1.32 1.19
H 6.61 -0.12 1.65
O 3.02 6.78 -0.43
H 2.50 6.52 -1.26
H 2.92 7.74 -0.39
O -4.44 4.11 0.67
H -4.50 5.08 0.65
H -5.04 3.86 1.39
O 5.59 -1.25 -0.45
H 5.02 -1.88 0.00
H 4.98 -0.61 -0.84
O -0.77 -8.20 -1.71
H -0.93 -8.49 -0.81
H 0.02 -8.68 -1.98
O 2.40 -6.30 0.91
H 2.32 -5.34 0.83
H 1.78 -6.53 1.60
O -1.23 -10.84 0.03
H -1.62 -10.79 -0.86
H -1.49 -11.72 0.36
O 2.53 1.68 -5.37
H 2.72 1.97 -4.47
H 1.91 0.95 -5.26
O 5.00 -3.30 1.29
H 4.80 -3.60 2.18
H 5.82 -3.75 1.06
O -1.58 0.00 5.16
H -0.98 0.73 4.97
H -2.00 0.26 5.99
O -0.92 -13.66 0.34
H -1.09 -13.94 1.24
H -0.14 -14.15 0.08
O -0.80 -10.70 2.97
H -1.58 -11.26 3.02
H -0.65 -10.58 2.02
O -0.68 6.32 -3.44
H -0.37 7.06 -2.89
H -0.40 5.52 -2.95
O -0.41 5.14 0.34
H -1.20 4.60 0.30
H -0.27 5.43 -0.57
O -1.84 -11.72 -2.53
H -0.92 -11.92 -2.73
H -2.33 -12.00 -3.31
O -7.35 3.68 0.01
H -6.43 3.48 -0.17
H -7.82 3.39 -0.79
O 7.13 -0.27 4.11
H 6.63 -0.84 4.71
H 6.47 0.32 3.73
O -0.18 9.13 -2.22
H -0.56 9.99 -2.40
H 0.73 9.31 -1.95
O -5.79 0.51 -1.75
H -5.50 0.82 -0.88
H -6.42 -0.18 -1.55
O 2.32 7.49 -2.59
H 3.24 7.32 -2.84
H 1.81 7.20 -3.37
O -3.62 7.63 -2.92
H -2.70 7.43 -3.13
H -4.10 7.42 -3.73
O 6.11 -3.95 -3.06
H 6.34 -3.61 -2.19
H 5.52 -4.68 -2.88
O 9.15 -1.99 2.15
H 9.75 -1.30 1.85
H 8.78 -1.64 2.97
O -3.30 -9.04 3.22
H -2.37 -9.25 3.04
H -3.78 -9.34 2.45
O -8.21 1.96 5.20
H -7.92 2.27 6.07
H -8.85 1.27 5.40
O -6.56 5.12 4.88
H -7.13 4.52 5.37
H -7.16 5.79 4.53
O 1.08 8.26 -5.35
H 0.31 7.67 -5.30
H 1.17 8.45 -6.29
O -3.69 0.59 -3.88
H -3.72 1.55 -3.92
H -4.30 0.37 -3.15
O 0.36 -9.56 5.41
H -0.06 -9.71 4.56
H 0.30 -8.61 5.55
O 4.06 9.23 -0.85
H 4.98 9.07 -1.08
H 3.57 9.01 -1.65
O -2.69 3.63 -1.92
H -2.05 4.35 -2.02
H -3.15 3.84 -1.10
O -7.89 6.40 1.36
H -7.81 5.50 1.02
H -8.35 6.30 2.19
O -1.08 -1.24 -4.11
H -1.64 -1.86 -3.65
H -1.70 -0.58 -4.46
O -4.13 -1.59 4.92
H -4.55 -0.77 4.64
H -3.23 -1.32 5.13
O -0.26 10.22 -6.76
H -1.03 10.05 -6.20
H 0.21 10.91 -6.30
```

Results of the Löwdin charge analysis, in e, for atoms 1 through 5: number 1, C, carries 0.10; number 2, C, carries -0.12; number 3, C, carries -0.11; number 4, C, carries -0.18; number 5, C, carries -0.15

=====

# 3
Here is a single C20H25N5O3S molecule in a non-equilibrium geometry from the OMol25 dataset. Energies are from wB97M-V/def2-TZVPD.

lowest unoccupied orbital energy	0.47	eV
structure (SMILES)	Cn1c(=O)c2c(nc(SCCN3CCOCC3)n2Cc2ccccc2)n(C)c1=O
E_HOMO	-0.2963	Eh
energy above the lowest of the compared OMol25 structures with the same formula, charge and spin	10.6	kcal per mole
spin multiplicity	1
orbital gap	8.53	eV

The geometry in XYZ format:
```
54
C20H25N5O3S (wB97M-V/def2-TZVPD)
C 3.02 4.68 0.06
N 2.34 3.43 -0.26
C 2.77 2.32 0.47
O 3.65 2.42 1.30
C 2.05 1.14 0.09
C 1.08 1.16 -0.90
N 0.58 -0.08 -1.10
C 1.23 -0.85 -0.24
S 1.01 -2.56 -0.09
C -0.21 -2.81 -1.41
C -1.61 -2.39 -0.98
N -2.48 -2.44 -2.14
C -2.54 -1.18 -2.87
C -3.49 -0.17 -2.22
O -4.78 -0.71 -2.04
C -4.73 -1.88 -1.26
C -3.82 -2.93 -1.91
N 2.14 -0.17 0.50
C 2.97 -0.69 1.57
C 2.24 -0.63 2.89
C 2.26 0.54 3.64
C 1.56 0.61 4.83
C 0.83 -0.48 5.27
C 0.81 -1.64 4.53
C 1.51 -1.72 3.33
N 0.74 2.29 -1.56
C -0.27 2.26 -2.59
C 1.37 3.48 -1.25
O 1.08 4.51 -1.82
H 2.86 4.91 1.11
H 2.61 5.46 -0.57
H 4.09 4.57 -0.12
H 0.12 -2.22 -2.26
H -0.18 -3.87 -1.66
H -1.97 -3.09 -0.22
H -1.55 -1.39 -0.52
H -1.54 -0.76 -2.93
H -2.90 -1.41 -3.88
H -3.62 0.71 -2.86
H -3.08 0.15 -1.24
H -5.76 -2.24 -1.18
H -4.36 -1.65 -0.24
H -3.78 -3.83 -1.29
H -4.24 -3.20 -2.89
H 3.87 -0.06 1.61
H 3.24 -1.72 1.31
H 2.84 1.38 3.29
H 1.59 1.52 5.41
H 0.29 -0.42 6.20
H 0.24 -2.50 4.87
H 1.49 -2.63 2.75
H -0.37 3.27 -3.00
H -1.23 1.94 -2.17
H 0.02 1.56 -3.37
```

Results of the natural (NBO) charge analysis, in e, for atoms 1 through 5: number 1, C, carries -0.42; number 2, N, carries -0.45; number 3, C, carries 0.66; number 4, O, carries -0.63; number 5, C, carries -0.10

=====

Total energy, record by record: -303.40048 -4443.91827 -1674.86537 hartree